C36H27IN2O4PPdS2 | ωB97M-V with the def2-TZVPD basis set

As for the spin multiplicity: 1. The value obtained for the HOMO energy (alpha / beta) is -10.48 / -10.48 eV. The total charge is +1. The calculation puts the orbital gap (alpha / beta) at 4.51 / 4.50 eV. For the total energy, the calculation gives -91472.0223 eV.

XYZ file:
```
74
Properties=species:S:1:pos:R:3:forces:R:3
Pd 0.008 0.475 -0.091 1.6 -1.9 2.0
C -2.810 2.084 -2.089 -0.4 0.0 -0.3
O -1.839 2.148 -1.052 0.0 1.4 0.4
C -1.703 3.346 -0.417 0.3 -1.0 -0.4
C -2.682 4.322 -0.316 -0.2 0.1 0.0
C -2.405 5.521 0.323 0.0 -0.3 -0.2
C -1.142 5.780 0.838 0.5 0.0 0.1
C -0.151 4.830 0.734 -0.3 0.1 0.1
C -0.420 3.601 0.116 -0.3 0.3 0.6
N 0.563 2.652 -0.030 0.3 -0.1 -2.2
N 1.746 3.055 -0.231 -1.0 -0.5 1.2
C 2.885 2.483 0.030 -0.1 -0.3 0.2
C 2.934 1.280 0.875 -0.1 0.4 -0.2
O 1.890 0.765 1.312 -0.8 0.2 -0.5
C 4.248 0.772 1.169 0.3 -0.3 0.1
C 5.366 1.378 0.709 -0.4 -0.4 0.2
C 5.331 2.564 -0.093 -0.3 0.5 -0.3
C 6.500 3.199 -0.522 -0.1 0.0 -0.1
C 6.431 4.344 -1.290 0.1 -0.1 0.0
C 5.197 4.873 -1.659 -0.1 -0.1 0.1
C 4.031 4.265 -1.245 0.1 -0.1 0.0
C 4.083 3.114 -0.448 0.6 0.2 -0.4
H -2.752 2.978 -2.714 0.0 0.0 0.0
H -3.818 1.981 -1.678 0.1 -0.1 0.0
H -2.565 1.202 -2.679 -0.1 0.2 0.1
H -3.666 4.153 -0.719 -0.1 -0.1 -0.1
H -3.181 6.263 0.415 -0.1 0.1 0.0
H -0.926 6.724 1.312 0.0 0.1 0.1
H 0.839 5.008 1.125 0.1 0.0 0.1
H 4.283 -0.112 1.788 0.1 -0.1 0.0
H 6.341 0.967 0.934 0.0 -0.1 0.1
H 7.456 2.781 -0.247 0.1 0.0 0.0
H 7.336 4.831 -1.617 0.1 0.0 0.0
H 5.156 5.764 -2.268 0.0 0.1 0.0
H 3.069 4.665 -1.528 0.0 0.1 0.0
S -1.824 -0.925 -1.221 0.9 0.8 0.8
P -2.235 -1.296 0.736 -1.2 -0.7 0.1
S -1.235 -0.041 1.997 0.5 0.6 -1.5
C -2.148 -3.094 1.070 0.1 0.6 -0.1
C -2.836 -3.574 2.179 0.0 0.0 0.0
C -2.966 -4.937 2.366 0.0 0.0 0.1
C -2.409 -5.821 1.453 0.0 0.0 0.0
C -1.696 -5.338 0.368 0.0 0.0 -0.1
C -1.567 -3.973 0.169 0.0 0.1 0.0
C -4.017 -0.978 0.984 0.5 0.0 0.0
C -4.495 -0.280 2.085 0.1 -0.1 -0.1
C -5.862 -0.122 2.246 -0.1 0.0 0.1
C -6.739 -0.656 1.316 0.0 0.1 0.1
C -6.257 -1.348 0.216 0.0 -0.1 -0.1
C -4.895 -1.511 0.049 0.0 0.0 0.1
H -3.283 -2.886 2.881 -0.1 0.0 0.1
H -3.513 -5.310 3.217 -0.1 0.0 0.1
H -2.539 -6.885 1.581 0.0 -0.1 0.0
H -1.248 -6.021 -0.338 0.0 -0.1 -0.1
H -1.028 -3.597 -0.687 0.1 0.1 -0.1
H -3.806 0.133 2.809 0.0 0.1 0.0
H -6.237 0.419 3.100 -0.1 0.0 0.1
H -7.802 -0.533 1.450 -0.1 0.0 0.0
H -6.941 -1.760 -0.509 -0.1 0.0 -0.1
H -4.500 -2.044 -0.805 -0.1 -0.1 -0.1
I 4.259 -7.085 -2.361 -0.2 0.4 0.2
C 3.419 -5.254 -1.724 0.2 -0.4 -0.1
C 3.700 -4.097 -2.436 0.1 -0.2 -0.1
C 3.099 -2.909 -2.070 -0.1 0.0 0.2
C 2.223 -2.883 -0.990 0.2 0.0 -0.1
C 1.986 -4.041 -0.250 0.0 0.2 -0.1
C 2.583 -5.231 -0.617 0.1 -0.1 0.0
C 1.482 -1.641 -0.652 -0.3 -0.8 0.6
O 1.661 -0.584 -1.304 -0.3 1.3 -0.6
O 0.631 -1.703 0.274 0.1 0.0 0.0
H 4.380 -4.128 -3.272 0.0 0.0 -0.1
H 3.297 -2.000 -2.618 0.0 0.1 -0.1
H 1.329 -3.996 0.607 0.0 0.0 0.0
H 2.398 -6.128 -0.044 0.0 -0.1 0.0
```
Forces are in eV/Å.

Here are the Löwdin charges for atoms 1 to 2, given in e:
1. Pd 0.742
2. C -0.082